(1)
18 unconnected molecules or ions with the total composition C72H198N18O18 at a distorted geometry, computed with ωB97M-V/def2-TZVPD.

```
! wB97M-V def2-TZVPD RIJCOSX def2/J DEFGRID3
* xyz 0 1
C 4.583 0.691 1.210
C 4.457 -0.713 0.579
C 5.151 -0.786 -0.815
O 4.431 -0.097 -1.841
C 5.285 0.326 -2.914
N 5.083 -1.798 1.384
H 4.329 1.407 0.428
H 5.555 0.933 1.638
H 3.893 0.846 2.039
H 3.429 -1.073 0.631
H 5.369 -1.791 -1.176
H 6.162 -0.394 -0.700
H 5.932 -0.508 -3.186
H 5.862 1.248 -2.851
H 4.576 0.377 -3.740
H 4.826 -2.699 1.009
H 6.088 -1.754 1.294
C -1.094 4.408 -2.339
C -1.309 4.521 -3.881
C -1.367 3.129 -4.524
O -1.442 3.267 -5.920
C -1.542 2.072 -6.601
N -2.497 5.350 -4.222
H -1.133 5.413 -1.918
H -0.070 4.088 -2.147
H -1.853 3.804 -1.841
H -0.423 5.048 -4.232
H -2.278 2.673 -4.137
H -0.500 2.541 -4.224
H -0.863 1.317 -6.205
H -1.478 2.037 -7.688
H -2.539 1.713 -6.346
H -2.690 5.179 -5.199
H -3.322 4.929 -3.820
C 6.069 -6.369 3.296
C 5.187 -5.255 2.603
C 5.137 -5.507 1.062
O 4.522 -4.322 0.475
C 4.363 -4.559 -0.919
N 3.869 -5.212 3.237
H 5.660 -7.371 3.163
H 6.247 -6.238 4.363
H 7.003 -6.395 2.736
H 5.642 -4.279 2.766
H 4.488 -6.357 0.850
H 6.101 -5.805 0.649
H 3.490 -5.158 -1.180
H 5.241 -5.069 -1.315
H 4.215 -3.641 -1.487
H 3.284 -4.568 2.723
H 3.918 -4.981 4.219
C -2.572 2.048 10.229
C -1.145 2.331 9.705
C -0.769 1.573 8.369
O 0.637 1.656 8.065
C 1.201 0.724 7.148
N -1.042 3.765 9.459
H -2.671 0.970 10.353
H -3.361 2.324 9.529
H -2.767 2.606 11.144
H -0.356 2.119 10.427
H -1.519 1.733 7.595
H -0.906 0.584 8.807
H 1.029 -0.298 7.485
H 2.273 0.895 7.057
H 0.835 0.770 6.122
H -1.817 3.819 8.813
H -0.260 3.793 8.821
C 0.914 -4.542 1.315
C 0.856 -3.419 0.263
C 0.442 -3.976 -1.132
O -0.812 -4.627 -1.072
C -1.270 -4.981 -2.393
N 0.004 -2.266 0.728
H -0.128 -4.812 1.484
H 1.309 -4.099 2.229
H 1.525 -5.401 1.036
H 1.862 -3.055 0.053
H 1.195 -4.600 -1.613
H 0.356 -3.058 -1.712
H -1.516 -4.173 -3.081
H -2.193 -5.557 -2.324
H -0.547 -5.691 -2.795
H 0.001 -2.043 1.713
H -0.953 -2.507 0.516
C -1.547 2.129 4.475
C -2.512 1.959 3.316
C -2.298 2.919 2.125
O -2.428 4.214 2.656
C -2.134 5.249 1.722
N -2.263 0.623 2.794
H -1.677 3.177 4.742
H -0.511 1.926 4.203
H -1.797 1.479 5.314
H -3.534 1.961 3.696
H -3.088 2.902 1.374
H -1.332 2.775 1.642
H -2.703 6.156 1.925
H -2.327 4.941 0.694
H -1.057 5.391 1.814
H -3.144 0.369 2.371
H -1.622 0.808 2.036
C -4.661 -0.135 -2.049
C -3.820 -1.311 -1.595
C -2.593 -1.594 -2.443
O -3.058 -2.114 -3.636
C -2.196 -2.012 -4.764
N -3.567 -1.062 -0.175
H -4.088 0.775 -1.874
H -5.620 -0.145 -1.532
H -4.828 -0.224 -3.122
H -4.485 -2.171 -1.679
H -2.005 -2.378 -1.966
H -1.867 -0.793 -2.588
H -1.195 -2.426 -4.643
H -2.071 -0.956 -5.003
H -2.650 -2.494 -5.629
H -2.631 -0.693 -0.086
H -3.441 -1.966 0.256
C 4.652 2.993 4.535
C 3.387 3.248 5.288
C 3.577 3.691 6.754
O 4.099 4.974 6.795
C 3.887 5.682 8.029
N 2.850 4.309 4.454
H 5.362 3.820 4.570
H 4.509 2.689 3.498
H 5.047 2.090 5.001
H 2.673 2.425 5.267
H 4.233 2.993 7.274
H 2.614 3.582 7.253
H 4.035 6.720 7.732
H 4.680 5.407 8.724
H 2.880 5.586 8.436
H 3.556 4.575 3.783
H 2.969 5.078 5.098
C 1.513 0.118 -7.429
C 0.694 -1.057 -7.967
C 1.141 -1.501 -9.342
O 0.086 -2.103 -10.130
C 0.460 -2.549 -11.441
N 0.555 -2.103 -7.024
H 2.572 -0.129 -7.504
H 1.448 0.312 -6.358
H 1.267 1.067 -7.906
H -0.287 -0.602 -8.101
H 2.071 -2.067 -9.380
H 1.380 -0.554 -9.826
H 0.672 -1.629 -11.984
H -0.361 -3.007 -11.993
H 1.352 -3.172 -11.504
H 1.401 -2.568 -6.728
H -0.109 -2.765 -7.400
C 4.187 -3.997 -4.509
C 3.828 -3.206 -5.685
C 4.974 -2.394 -6.373
O 5.792 -1.725 -5.416
C 6.586 -0.753 -6.051
N 3.201 -4.184 -6.524
H 4.915 -4.791 -4.681
H 3.324 -4.493 -4.065
H 4.658 -3.337 -3.781
H 3.078 -2.459 -5.426
H 4.657 -1.901 -7.292
H 5.684 -3.032 -6.899
H 6.124 0.177 -6.383
H 7.133 -1.132 -6.913
H 7.358 -0.460 -5.340
H 2.441 -4.676 -6.076
H 3.862 -4.924 -6.714
C -6.839 -0.766 2.653
C -6.416 0.684 2.518
C -7.403 1.461 1.618
O -6.936 2.829 1.592
C -6.062 3.101 0.495
N -6.314 1.148 3.906
H -6.135 -1.452 3.124
H -7.105 -1.232 1.704
H -7.731 -0.914 3.262
H -5.442 0.744 2.032
H -8.357 1.559 2.135
H -7.507 1.088 0.600
H -5.655 4.109 0.573
H -6.608 3.142 -0.447
H -5.257 2.374 0.390
H -7.255 1.179 4.272
H -6.060 2.114 3.754
C -0.078 -3.735 5.189
C -0.374 -2.271 4.752
C 0.940 -1.629 4.244
O 1.974 -1.485 5.205
C 3.129 -0.840 4.626
N -1.383 -2.232 3.726
H 0.175 -4.317 4.304
H -0.951 -4.184 5.661
H 0.729 -3.701 5.921
H -0.720 -1.794 5.668
H 0.806 -0.648 3.788
H 1.301 -2.247 3.422
H 3.580 -1.384 3.796
H 3.927 -0.671 5.349
H 2.896 0.174 4.303
H -2.215 -2.512 4.226
H -1.645 -1.283 3.503
C -4.109 0.058 7.018
C -4.177 -1.161 6.113
C -5.536 -2.004 6.124
O -5.716 -2.483 7.464
C -6.839 -3.333 7.573
N -4.151 -0.722 4.690
H -4.921 0.755 6.810
H -3.186 0.621 6.882
H -4.307 -0.261 8.041
H -3.348 -1.815 6.383
H -5.531 -2.783 5.361
H -6.443 -1.456 5.867
H -6.880 -3.787 8.563
H -6.785 -4.180 6.889
H -7.779 -2.788 7.492
H -4.937 -0.132 4.455
H -3.365 -0.099 4.570
C 2.044 5.711 -0.363
C 2.592 5.262 0.935
C 3.664 6.226 1.453
O 4.295 5.564 2.599
C 5.183 6.464 3.251
N 1.505 5.208 1.918
H 2.695 5.817 -1.231
H 1.449 6.617 -0.243
H 1.362 4.935 -0.710
H 3.116 4.316 0.798
H 3.239 7.192 1.727
H 4.401 6.346 0.660
H 6.007 6.632 2.556
H 5.585 6.023 4.163
H 4.728 7.409 3.545
H 1.935 5.073 2.822
H 0.952 4.382 1.739
C -4.317 -4.745 0.188
C -4.095 -4.100 1.557
C -4.122 -5.093 2.749
O -4.009 -4.414 3.967
C -4.171 -5.231 5.189
N -2.900 -3.340 1.443
H -3.584 -5.459 -0.186
H -4.387 -4.011 -0.614
H -5.288 -5.236 0.122
H -4.849 -3.331 1.723
H -3.252 -5.749 2.725
H -5.006 -5.731 2.761
H -3.842 -4.547 5.972
H -3.621 -6.171 5.149
H -5.233 -5.420 5.349
H -2.150 -4.002 1.298
H -2.666 -2.986 2.360
C -5.259 0.361 -6.643
C -4.265 -0.035 -7.795
C -4.823 -1.195 -8.718
O -3.913 -1.868 -9.591
C -4.518 -2.743 -10.549
N -3.997 1.146 -8.576
H -6.170 0.671 -7.154
H -5.012 1.276 -6.106
H -5.456 -0.387 -5.875
H -3.340 -0.455 -7.401
H -5.642 -0.819 -9.332
H -5.272 -2.010 -8.151
H -3.682 -2.947 -11.218
H -5.271 -2.300 -11.201
H -4.890 -3.658 -10.088
H -4.751 1.200 -9.245
H -3.225 0.851 -9.157
C 1.045 1.324 1.213
C 0.347 1.211 -0.195
C 1.266 0.512 -1.291
O 0.466 0.457 -2.440
C 1.100 -0.149 -3.545
N -0.815 0.434 0.029
H 0.461 1.673 2.065
H 1.846 2.061 1.266
H 1.402 0.316 1.422
H 0.119 2.215 -0.553
H 1.518 -0.493 -0.953
H 2.168 1.106 -1.436
H 0.412 -0.119 -4.390
H 1.432 -1.136 -3.224
H 1.927 0.494 -3.845
H -0.422 -0.482 0.190
H -1.178 0.332 -0.908
C 2.963 3.061 -5.782
C 3.274 4.390 -5.135
C 3.303 4.451 -3.640
O 4.586 3.931 -3.199
C 4.918 4.258 -1.884
N 4.463 4.984 -5.688
H 3.605 2.261 -5.415
H 3.013 2.804 -6.841
H 1.945 2.805 -5.490
H 2.452 5.070 -5.358
H 2.607 3.833 -3.072
H 3.210 5.489 -3.321
H 4.936 5.339 -1.747
H 5.902 3.845 -1.660
H 4.233 3.658 -1.285
H 5.140 4.240 -5.781
H 4.779 5.523 -4.894
*
```

Its largest force on an atom is 0.0651 hartree/bohr. The calculation puts the orbital gap at 8.79 eV. The calculation puts the energy at -5201.415185 hartree. The highest occupied orbital energy is -8.420 eV. Its LUMO energy is 0.014 hartree. The energy above the lowest of the compared OMol25 structures with the same formula, charge and spin comes out at 5.0440 eV.

=====

(2)
A gas-phase ion, C8H12N2O3 (charge -2) at a distorted geometry, computed with ωB97M-V/def2-TZVPD.

```
! wB97M-V def2-TZVPD RIJCOSX def2/J DEFGRID3
* xyz -2 1
C -0.377 0.905 -0.912
C -0.410 1.708 -2.209
C 0.898 -0.081 -0.531
C -0.880 -0.063 1.042
C 2.178 0.756 -0.524
C 0.981 -1.271 -1.492
C -1.852 -1.255 1.018
C -0.995 0.657 2.397
N -1.261 0.864 -0.013
N 0.534 -0.456 0.848
O -0.906 1.130 -3.196
O 0.784 -1.799 1.172
O 0.064 2.859 -2.156
H 3.006 0.160 -0.130
H 2.043 1.630 0.115
H 2.415 1.097 -1.534
H 0.920 -2.147 -0.827
H 1.924 -1.292 -2.041
H 0.153 -1.269 -2.200
H -1.455 -2.007 1.697
H -1.872 -1.670 0.013
H -2.856 -0.944 1.307
H -0.326 1.516 2.399
H -0.695 -0.027 3.189
H -2.018 1.000 2.569
*
```

Its largest force on an atom is 0.0532 hartree/bohr. The SMILES is CC1(C)N=C(C(=O)[O-])C(C)(C)N1[O-]. The calculation puts the orbital gap at 5.01 eV. The calculation puts the energy at -647.185616 hartree. The highest occupied orbital energy is 1.206 eV. Its LUMO energy is 0.228 hartree.

=====

(3)
A molecular structure, C11H4BrF5NPdSe4Te, computed with ωB97M-V/def2-TZVPD.

```
! wB97M-V def2-TZVPD RIJCOSX def2/J DEFGRID3
* xyz -1 3
Pd -1.456 -0.512 -0.077
Se -1.266 -2.816 -1.144
Se -3.371 -1.781 -1.268
Te -3.574 -1.441 1.289
Se -5.107 0.408 1.579
F 3.797 -4.928 0.330
C 3.132 -3.767 0.398
C 3.503 -2.701 -0.402
F 4.528 -2.834 -1.253
C 2.803 -1.510 -0.312
F 3.204 -0.520 -1.120
C 1.734 -1.333 0.557
Se 0.771 0.321 0.593
C 1.392 -2.420 1.348
F 0.385 -2.351 2.220
C 2.073 -3.623 1.273
F 1.722 -4.658 2.048
Br -0.003 6.004 -0.423
C -0.826 4.305 -0.505
C -0.649 3.510 -1.620
C -1.260 2.267 -1.621
N -2.017 1.814 -0.621
C -2.179 2.608 0.440
C -1.601 3.862 0.550
H -0.039 3.827 -2.454
H -1.128 1.596 -2.462
H -2.816 2.211 1.223
H -1.754 4.464 1.434
*
```

Its largest force on an atom is 0.0087 hartree/bohr. As for the expectation value of S²: 2.03. The calculation puts the orbital gap (alpha / beta) at 6.16 / 5.90 eV. The calculation puts the energy at -13551.413042 hartree. The highest occupied orbital energy (alpha / beta) is -3.907 / -4.659 eV. Its LUMO energy (alpha / beta) is 0.083 / 0.046 hartree. The energy above the lowest of the compared OMol25 structures with the same formula, charge and spin comes out at 0.1609 eV.

=====

The lowest energy belongs to which entry? C11H4BrF5NPdSe4Te

=====

Which of these has the highest energy? C8H12N2O3

=====

Copy entry 2 word for word.
A gas-phase ion, C8H12N2O3 (charge -2) at a distorted geometry, computed with ωB97M-V/def2-TZVPD.

```
! wB97M-V def2-TZVPD RIJCOSX def2/J DEFGRID3
* xyz -2 1
C -0.377 0.905 -0.912
C -0.410 1.708 -2.209
C 0.898 -0.081 -0.531
C -0.880 -0.063 1.042
C 2.178 0.756 -0.524
C 0.981 -1.271 -1.492
C -1.852 -1.255 1.018
C -0.995 0.657 2.397
N -1.261 0.864 -0.013
N 0.534 -0.456 0.848
O -0.906 1.130 -3.196
O 0.784 -1.799 1.172
O 0.064 2.859 -2.156
H 3.006 0.160 -0.130
H 2.043 1.630 0.115
H 2.415 1.097 -1.534
H 0.920 -2.147 -0.827
H 1.924 -1.292 -2.041
H 0.153 -1.269 -2.200
H -1.455 -2.007 1.697
H -1.872 -1.670 0.013
H -2.856 -0.944 1.307
H -0.326 1.516 2.399
H -0.695 -0.027 3.189
H -2.018 1.000 2.569
*
```

Its largest force on an atom is 0.0532 hartree/bohr. The SMILES is CC1(C)N=C(C(=O)[O-])C(C)(C)N1[O-]. The calculation puts the orbital gap at 5.01 eV. The calculation puts the energy at -647.185616 hartree. The highest occupied orbital energy is 1.206 eV. Its LUMO energy is 0.228 hartree.

=====

energy of number 2 (C8H12N2O3)? -647.185616 hartree